A molecular structure, C4H5InO2. Source: the Open Molecules 2025 dataset; level of theory: the ωB97M-V functional and the def2-TZVPD basis.

```
12
C4H5InO2 | the Open Molecules 2025 dataset | the ωB97M-V functional and the def2-TZVPD basis
H -2.24462 -2.02750 2.12176
O 0.36308 -1.00132 0.94329
C 0.83253 0.38396 -0.88011
C 1.53970 1.44932 -1.32836
C 1.22813 -0.43172 0.18722
C -0.64133 0.93689 -0.98067
O -1.45184 0.57199 -0.05295
In -1.77558 -0.76455 1.16661
H 0.75596 -1.54976 1.64392
H 0.02475 2.12940 -1.27679
H 2.27808 -0.45067 0.49465
H -0.90887 0.75398 -2.03858
```

## Properties
Total energy, a.u.: -495.0149
Energy above the lowest of the compared OMol25 structures with the same formula, charge and spin, eV: 4.177
Net charge: +2

Atomic partial charges in e from the Löwdin method, atoms 1 to 2:
1 H 0.02
2 O 0.02